(1)
{"formula": "C3H8FOP", "method": "the ωB97M-V functional and the def2-TZVPD basis", "elements": ["C", "C", "C", "O", "F", "P", "H", "H", "H", "H", "H", "H", "H", "H"], "xyz": [[-2.330, -0.690, -1.198], [0.468, 1.981, 0.576], [1.712, -1.471, 0.270], [-0.544, 1.248, -0.223], [-1.276, -0.693, 1.125], [-0.828, -0.376, -0.376], [-2.320, -0.600, -2.288], [-2.608, -1.628, -0.871], [-0.021, 3.020, 0.484], [1.387, 2.203, -0.008], [0.816, 1.509, 1.517], [2.128, -0.587, 0.617], [1.494, -2.048, 1.125], [1.920, -1.870, -0.751]], "gap_ev": [8.2, 7.4], "homo_energy_ev": [-8.2, -8.0]}

=====

(2)
{"formula": "C38H50BCl2CsN3O", "method": "the ωB97M-V functional and the def2-TZVPD basis", "elements": ["Cs", "C", "C", "C", "C", "C", "H", "H", "H", "H", "H", "O", "C", "C", "C", "C", "C", "C", "N", "H", "H", "H", "H", "H", "H", "H", "Cl", "C", "Cl", "H", "H", "C", "C", "C", "C", "C", "C", "C", "C", "C", "C", "C", "C", "N", "B", "N", "C", "C", "C", "C", "C", "C", "C", "C", "C", "C", "C", "C", "C", "C", "H", "H", "H", "H", "H", "H", "H", "H", "H", "H", "H", "H", "H", "H", "H", "H", "H", "H", "H", "H", "H", "H", "H", "H", "H", "H", "H", "H", "H", "H", "H", "H", "H", "H", "H", "H"], "xyz": [[0.573, 1.769, 1.434], [-0.942, 4.384, 2.494], [-0.305, 4.126, 3.727], [1.053, 4.498, 3.603], [1.254, 4.985, 2.291], [0.021, 4.913, 1.607], [-1.992, 4.238, 2.279], [-0.779, 3.759, 4.627], [1.797, 4.460, 4.387], [2.176, 5.391, 1.898], [-0.166, 5.246, 0.595], [4.357, -0.756, -0.152], [4.896, -1.395, 0.984], [5.150, -0.441, 2.128], [6.224, -0.606, 2.994], [6.388, 0.284, 4.038], [5.478, 1.315, 4.184], [4.440, 1.409, 3.270], [4.274, 0.550, 2.267], [3.835, -0.006, 0.168], [5.830, -1.873, 0.687], [4.220, -2.181, 1.339], [6.924, -1.419, 2.839], [7.220, 0.182, 4.723], [5.569, 2.039, 4.984], [3.705, 2.206, 3.343], [4.541, 2.736, -0.329], [4.937, 3.045, -2.023], [5.586, 1.617, -2.842], [5.690, 3.821, -2.054], [4.032, 3.349, -2.530], [-5.055, 0.597, -3.780], [-3.908, 1.050, -2.874], [-4.127, 2.489, -2.392], [-2.554, 0.919, -3.553], [-2.303, 1.635, -4.719], [-1.049, 1.625, -5.308], [-0.026, 0.900, -4.716], [-0.239, 0.158, -3.558], [0.910, -0.641, -2.968], [2.100, 0.257, -2.619], [1.337, -1.775, -3.907], [-1.524, 0.152, -2.987], [-1.794, -0.631, -1.838], [-1.310, -0.433, -0.458], [-2.020, -1.555, 0.187], [-2.760, -2.315, -0.734], [-2.635, -1.752, -1.948], [-1.813, -2.023, 1.511], [-0.754, -2.919, 1.739], [-0.502, -3.368, 3.031], [-1.282, -2.942, 4.093], [-2.330, -2.068, 3.856], [-2.620, -1.593, 2.576], [-3.854, -0.706, 2.439], [-5.009, -1.488, 1.797], [-3.664, 0.640, 1.732], [0.121, -3.411, 0.601], [-0.006, -4.927, 0.421], [1.579, -2.998, 0.802], [-6.004, 0.638, -3.240], [-4.902, -0.428, -4.127], [-5.140, 1.242, -4.661], [-3.905, 0.412, -1.993], [-4.149, 3.187, -3.234], [-3.324, 2.793, -1.717], [-5.077, 2.572, -1.856], [-3.096, 2.230, -5.162], [-0.868, 2.185, -6.218], [0.960, 0.904, -5.170], [0.558, -1.078, -2.038], [2.547, 0.699, -3.517], [2.876, -0.321, -2.110], [1.778, 1.070, -1.962], [1.700, -1.383, -4.863], [0.498, -2.444, -4.112], [2.143, -2.359, -3.452], [-3.306, -3.204, -0.454], [-3.067, -2.063, -2.889], [0.321, -4.053, 3.209], [-1.073, -3.282, 5.101], [-2.941, -1.731, 4.687], [-4.153, -0.477, 3.465], [-4.812, -1.654, 0.737], [-5.942, -0.923, 1.886], [-5.147, -2.460, 2.280], [-3.356, 0.512, 0.696], [-2.908, 1.250, 2.232], [-4.612, 1.188, 1.753], [-0.222, -2.938, -0.318], [0.371, -5.466, 1.297], [0.567, -5.255, -0.452], [-1.050, -5.213, 0.272], [1.996, -3.445, 1.712], [1.656, -1.911, 0.880], [2.188, -3.318, -0.049]], "gap_ev": 4.8, "homo_energy_ev": -2.9, "charge": -1}

=====

(3)
{"formula": "C4H11N3O", "method": "the ωB97M-V functional and the def2-TZVPD basis", "elements": ["N", "C", "N", "N", "H", "H", "H", "H", "H", "H", "H", "C", "C", "C", "O", "H", "H", "H", "H"], "xyz": [[0.394, 1.154, -0.724], [1.435, 0.350, 0.002], [1.905, -0.704, -0.879], [2.386, 1.414, 0.198], [-0.370, 1.397, -0.097], [-0.033, 0.585, -1.449], [1.063, -0.100, 0.939], [2.520, -1.332, -0.374], [2.444, -0.290, -1.633], [1.775, 2.051, -0.589], [2.435, 1.745, 1.154], [-1.026, -2.020, -0.601], [-1.825, -1.288, -0.087], [-2.688, -0.346, 0.614], [-1.942, 0.611, 1.362], [-0.361, -2.713, -1.037], [-3.274, 0.232, -0.106], [-3.389, -0.891, 1.260], [-1.451, 0.142, 2.047]], "gap_ev": 9.0, "homo_energy_ev": -8.4, "smiles": "NC(N)N.C#CCO"}

=====

In eV/A, the strongest force on any atom values for the records above are, in order, 3.2, 0.4, 4.1.
In kJ/mol, the ΔE to the lowest compared entry with this formula, charge and spin values for the records above are, in order, 385.9, 7.3, 420.2.